(1)
2 unconnected molecules or ions with the total composition C6H14OSi, computed with ωB97M-V/def2-TZVPD.

Bonds (Å) are listed after each position.
Positions of all 22 atoms, in Å:
1 Si 0.98906 0.37976 0.24661  C3 1.900, C6 1.900, C8 1.897
2 O -2.50782 0.91840 0.29403  C7 1.414, H19 0.976
3 C 0.62190 0.78461 2.06669  Si1 1.900, H15 1.085, H21 1.088, H22 1.089
4 C -2.08138 -1.05898 -1.01270  C5 1.302, C7 1.474
5 C -2.16116 -2.22288 -1.59114  C4 1.302, H17 1.091, H18 1.080
6 C 1.45367 1.89251 -0.80418  Si1 1.900, H9 1.086, H14 1.089, H20 1.086
7 C -3.03215 0.00759 -0.65210  O2 1.414, C4 1.474, H11 1.105, H16 1.099
8 C 2.17804 -1.08210 0.02650  Si1 1.897, H10 1.084, H12 1.085, H13 1.089
9 H 0.77770 2.72338 -0.62594  C6 1.086
10 H 1.85872 -1.93127 0.62052  C8 1.084
11 H -3.31409 0.56337 -1.56517  C7 1.105
12 H 2.23353 -1.40128 -1.00896  C8 1.085
13 H 3.18459 -0.81613 0.34585  C8 1.089
14 H 2.46110 2.23300 -0.56879  C6 1.089
15 H 0.01915 1.68178 2.16564  C3 1.085
16 H -3.94434 -0.40805 -0.20203  C7 1.099
17 H -3.09269 -2.67271 -1.93906  C5 1.091
18 H -1.28105 -2.82432 -1.76508  C5 1.080
19 H -1.53705 0.88515 0.19766  O2 0.976
20 H 1.42446 1.66185 -1.86476  C6 1.086
21 H 0.08111 -0.02834 2.54702  C3 1.088
22 H 1.54421 0.93990 2.62519  C3 1.089

## Properties
net charge = 0
spin multiplicity = 1
frontier orbital gap (spin up / spin down) = 0.3081 / 0.2545 hartree
highest occupied orbital energy (spin up / spin down) = -8.50 / -7.09 eV

Atomic partial charges in e from the Löwdin method, atoms 1 to 5: Si 0.725; O -0.115; C -0.230; C -0.073; C -0.052

=====

(2)
2 unconnected molecules or ions with the total composition C6H14OSi at a distorted geometry, computed with ωB97M-V/def2-TZVPD.

Bonds (Å) are listed after each position.
Positions of all 22 atoms, in Å:
1 Si -2.82643 -0.11260 -0.24026  C7 1.985, C8 1.862
2 O 1.82323 -0.55687 -1.07329  C3 1.377, C6 1.438
3 C 2.42950 -0.09665 0.07388  O2 1.377, C4 1.342, C5 1.529
4 C 3.33948 0.88840 0.11774  C3 1.342, H9 1.119, H11 1.098
5 C 2.11465 -0.79954 1.39476  C3 1.529, H10 1.048, H14 1.117, H21 1.079
6 C 2.09823 0.07680 -2.33480  O2 1.438, H12 1.144, H13 1.027, H16 1.142
7 C -3.45010 1.40297 -1.35976  Si1 1.985, H18 1.192, H19 1.026, H22 1.045
8 C -4.25401 -0.13027 0.95495  Si1 1.862, H15 1.108, H17 1.148, H20 1.083
9 H 3.89560 1.28027 -0.77066  C4 1.119
10 H 1.76007 -1.77568 1.25405  C5 1.048
11 H 4.00410 1.11637 0.96136  C4 1.098
12 H 1.42259 -0.57119 -2.99202  C6 1.144
13 H 3.09550 0.08216 -2.58141  C6 1.027
14 H 2.99338 -0.70828 2.07845  C5 1.117
15 H -4.01223 -0.82935 1.77987  C8 1.108
16 H 1.87741 1.19554 -2.38743  C6 1.142
17 H -4.99323 -0.75224 0.33466  C8 1.148
18 H -4.31457 0.95213 -2.04621  C7 1.192
19 H -3.93050 2.23197 -0.99396  C7 1.026
20 H -4.78945 0.70137 1.39666  C8 1.083
21 H 1.32546 -0.20427 1.82696  C5 1.079
22 H -2.73746 1.74694 -2.04275  C7 1.045

## Properties
net charge = 0
spin multiplicity = 1
frontier orbital gap = 0.2996 hartree
highest occupied orbital energy = -8.27 eV

Atomic partial charges in e from the Löwdin method, atoms 1 to 5: Si 0.725; O -0.123; C -0.408; C 0.010; C -0.024

=====

(3)
2 unconnected molecules or ions with the total composition C6H14OSi at a distorted geometry, computed with ωB97M-V/def2-TZVPD.

Bonds (Å) are listed after each position.
Positions of all 22 atoms, in Å:
1 Si 0.12096 -0.00773 1.26369  O2 1.511, C5 1.905, H11 1.547
2 O 1.26141 0.98051 1.34111  Si1 1.511
3 C -2.51699 1.13808 0.96394  C5 1.667, H12 1.043, H18 1.092, H22 1.069
4 C 3.14120 -0.18052 -0.45559  C8 1.481, H13 1.050, H15 1.072, H19 1.059
5 C -1.34816 0.32567 0.09709  Si1 1.905, C3 1.667, C7 1.500, H9 1.095
6 C 1.32251 -1.80439 -0.18516  C8 1.277, H16 1.055, H17 1.046
7 C -1.99774 -0.85578 -0.56007  C5 1.500, H10 1.067, H14 1.041, H20 1.075
8 C 1.93669 -0.92939 -0.88356  C4 1.481, C6 1.277, H21 1.093
9 H -1.00896 1.09616 -0.60321  C5 1.095
10 H -2.32235 -1.54239 0.18963  C7 1.067
11 H -0.51896 -1.05651 2.20298  Si1 1.547
12 H -2.40530 2.05995 1.43978  C3 1.043
13 H 3.75204 -0.34257 -1.29424  C4 1.050
14 H -1.37781 -1.45804 -1.14084  C7 1.041
15 H 2.82348 0.79727 -0.15341  C4 1.072
16 H 1.81560 -2.10072 0.69929  C6 1.055
17 H 0.60552 -2.39977 -0.66052  C6 1.046
18 H -2.71621 0.42132 1.76297  C3 1.092
19 H 3.52914 -0.71290 0.37408  C4 1.059
20 H -2.91578 -0.58678 -1.04950  C7 1.075
21 H 1.54141 -0.56229 -1.83441  C8 1.093
22 H -3.31761 1.09993 0.25623  C3 1.069

## Properties
net charge = 0
spin multiplicity = 1
frontier orbital gap = 0.3713 hartree
highest occupied orbital energy = -9.54 eV

Atomic partial charges in e from the Löwdin method, atoms 1 to 5: Si 0.569; O -0.364; C -0.074; C -0.074; C -0.465

=====

(4)
A gas-phase ion, C6H14P (charge +1) at a distorted geometry, computed with ωB97M-V/def2-TZVPD.

Bonds (Å) are listed after each position.
Positions of all 21 atoms, in Å:
1 P 0.47443 -0.16332 0.12676  C2 1.874, C5 1.831, C6 1.780, C7 1.767
2 C 1.27343 0.15498 -1.53779  P1 1.874, H10 1.130, H16 1.109, H18 1.067
3 C -1.76910 1.84536 0.20461  C6 1.735, H9 1.090, H12 1.111
4 C -2.15981 -0.85974 -0.66781  C6 1.523, H13 1.020, H19 1.181, H21 1.110
5 C 1.47418 0.69921 1.39496  P1 1.831, H8 1.072, H15 1.120, H17 1.124
6 C -1.25219 0.21414 -0.08195  P1 1.780, C3 1.735, C4 1.523
7 C 0.54437 -1.91580 0.34078  P1 1.767, H11 1.053, H14 1.096, H20 1.007
8 H 2.22871 0.10408 1.87027  C5 1.072
9 H -2.65532 2.21477 -0.31091  C3 1.090
10 H 0.74159 0.25112 -2.52961  C2 1.130
11 H 1.42453 -2.25753 0.80604  C7 1.053
12 H -1.04540 2.51388 0.71900  C3 1.111
13 H -3.16636 -0.71876 -0.74840  C4 1.020
14 H -0.36999 -2.34327 0.76848  C7 1.096
15 H 0.64011 0.81521 2.13404  C5 1.120
16 H 1.91974 1.04687 -1.41151  C2 1.109
17 H 1.79291 1.74981 1.15316  C5 1.124
18 H 1.87190 -0.65499 -1.88936  C2 1.067
19 H -1.98824 -1.86238 -0.06748  C4 1.181
20 H 0.71850 -2.39217 -0.52957  C7 1.007
21 H -1.61169 -1.03792 -1.61648  C4 1.110

## Properties
net charge = +1
spin multiplicity = 1
frontier orbital gap (spin up / spin down) = 0.3176 / 0.3253 hartree
highest occupied orbital energy (spin up / spin down) = -13.14 / -12.96 eV

Atomic partial charges in e from the Löwdin method, atoms 1 to 5: P 0.879; C -0.161; C 0.159; C -0.098; C -0.154